# 1
Formula: C26H34FPReSSe2
Source: OMol25
Level of theory: ωB97M-V/def2-TZVPD

## Properties
* spin multiplicity: 2
* net charge: +2
* HOMO energy (alpha / beta): -14.05 / -14.32 eV
* E_LUMO (alpha / beta): -6.63 / -7.31 eV

The geometry in XYZ format:
```
66
C26H34FPReSSe2 | OMol25 | ωB97M-V/def2-TZVPD
Re -1.092 -0.544 -0.040
C -4.255 -0.541 1.324
C -3.231 0.166 0.471
C -2.319 1.084 1.057
C -2.337 1.419 2.532
C -1.458 1.841 0.216
C -0.563 2.885 0.821
C -1.575 1.740 -1.184
C -0.754 2.630 -2.065
C -2.502 0.840 -1.762
C -2.668 0.776 -3.254
C -3.301 0.033 -0.938
C -4.229 -0.978 -1.540
H -5.183 0.038 1.313
H -3.953 -0.636 2.358
H -4.501 -1.525 0.941
H -1.386 1.195 3.016
H -3.124 0.909 3.073
H -2.508 2.489 2.654
H -1.110 3.833 0.874
H 0.337 3.054 0.238
H -0.260 2.623 1.828
H -1.252 3.602 -2.151
H -0.631 2.229 -3.065
H 0.234 2.806 -1.654
H -2.019 0.015 -3.700
H -2.433 1.729 -3.718
H -3.692 0.526 -3.516
H -5.252 -0.589 -1.547
H -4.223 -1.899 -0.965
H -3.951 -1.234 -2.555
Se 0.771 0.003 1.459
P 2.161 -0.029 -0.261
Se 0.638 -0.140 -1.800
C 3.226 1.394 -0.292
C 3.968 1.730 0.844
C 4.807 2.830 0.808
C 4.911 3.590 -0.353
C 4.173 3.258 -1.480
C 3.325 2.161 -1.451
C 3.097 -1.546 -0.214
C 3.183 -2.368 -1.334
C 3.971 -3.510 -1.288
C 4.664 -3.829 -0.131
C 4.575 -3.012 0.992
C 3.794 -1.872 0.954
H 3.893 1.150 1.756
H 5.384 3.095 1.684
H 5.572 4.446 -0.376
H 4.261 3.849 -2.382
H 2.758 1.902 -2.338
H 2.644 -2.128 -2.241
H 4.040 -4.149 -2.159
H 5.277 -4.720 -0.100
H 5.114 -3.268 1.894
H 3.720 -1.253 1.842
C -2.321 -3.656 0.938
S -1.055 -2.443 1.340
C -1.458 -2.118 3.066
H -2.055 -4.561 1.482
H -2.281 -3.836 -0.129
H -3.307 -3.315 1.242
H -2.535 -2.129 3.207
H -1.040 -1.157 3.350
H -0.999 -2.898 3.670
F -1.685 -1.988 -1.259
```

Löwdin atomic charges, in units of e: Re 0.8948; C -0.0005; C -0.2702; C -0.3032; C -0.0108; C -0.3150; C -0.0448; C -0.2732; C -0.0647; C -0.2142; C 0.0084; C -0.2313; C -0.0034; H 0.1268; H 0.0659; H 0.0712; H 0.0642; H 0.0835; H 0.1121; H 0.1275; H 0.0794; H 0.0541; H 0.1324; H 0.0715; H 0.0590; H 0.1166; H 0.0935; H 0.0984; H 0.1290; H 0.0824; H 0.0903; Se 0.5490; P 0.3939; Se 0.6449; C -0.4016; C -0.0805; C -0.0442; C -0.0380; C -0.0488; C -0.0964; C -0.4094; C -0.0917; C -0.0477; C -0.0404; C -0.0487; C -0.0927; H 0.1031; H 0.1210; H 0.1215; H 0.1195; H 0.0901; H 0.0747; H 0.1194; H 0.1205; H 0.1192; H 0.0967; C -0.2900; S 0.7566; C -0.3046; H 0.0688; H 0.0476; H 0.0430; H 0.0502; H 0.0102; H 0.0684; F -0.5134

---

# 2
Formula: C4H6N2O2
Source: OMol25
Level of theory: ωB97M-V/def2-TZVPD

## Properties
* net charge: 0
* SMILES: [H]/N=C1/NOC[C@H]1C=O
* HOMO energy: -9.46 eV
* E_LUMO: 0.27 eV

The geometry in XYZ format:
```
14
C4H6N2O2 | OMol25 | ωB97M-V/def2-TZVPD
H 0.169 2.655 0.513
N -0.553 2.265 -0.021
C -0.536 1.041 -0.105
N -1.462 0.264 -0.895
O -1.437 -1.075 -0.525
C -0.409 -1.318 0.390
C 0.499 -0.063 0.508
C 1.688 -0.302 -0.600
O 2.865 0.146 -0.467
H -2.460 0.489 -0.518
H -0.059 -2.344 0.181
H -0.494 -1.426 1.508
H 0.832 0.244 1.591
H 1.357 -0.576 -1.561
```

Löwdin atomic charges, in units of e: H 0.0469; N 0.1726; C -0.3688; N 0.0344; O -0.1314; C -0.2279; C -0.1120; C -0.1245; O 0.0001; H 0.1819; H 0.1298; H 0.1193; H 0.1734; H 0.1062

---

Asked for ΔE to the lowest compared entry with this formula, charge and spin across the records above, the calculation gives 0.000 4.937 eV in order.
Asked for E_tot across the records above, the calculation gives -6731.23969 -415.85919 a.u. in order.
Asked for F_max across the records above, the calculation gives 3.13 6.74 eV Å⁻¹ in order.